Entry 1:
17
Properties=species:S:1:pos:R:3:mulliken_charge:R:1 method="wB97M-V/def2-TZVPD" homo_energy_ev=-13.170 e_tot_ev=-20147.5623 molar_mass_g_mol=133.2 charge=+1 lumo_ev=-4.15 multiplicity=1 max_force_ha_per_bohr=0.1147
H 0.896 1.779 -0.696 0.33
H 2.719 0.929 1.206 0.36
H -2.079 -0.804 -1.468 0.35
H -1.360 1.202 -0.748 0.27
S 2.315 -1.096 -0.084 -0.07
C 2.409 0.681 0.286 -0.43
N 0.127 0.066 0.024 0.38
C 0.619 -1.135 -0.153 0.24
H -1.987 -1.553 1.363 0.34
H 0.729 1.691 1.085 0.40
O -1.932 -1.716 0.455 -0.50
C -2.200 -0.636 -0.328 -0.38
H 3.126 1.262 -0.483 0.35
H -3.132 -0.230 -0.224 0.35
N -1.203 0.424 -0.103 -0.65
C 0.947 1.217 0.237 -0.69
H 0.006 -2.080 -0.369 0.37

---

Entry 2:
16
Properties=species:S:1:pos:R:3:mulliken_charge:R:1 method="wB97M-V/def2-TZVPD" homo_energy_ev=-8.801 e_tot_ev=-16559.8796 molar_mass_g_mol=116.1 lumo_ev=0.53 multiplicity=1 max_force_ha_per_bohr=0.0579
H -2.547 2.103 0.034 0.30
C 0.495 -0.021 0.916 -0.14
H 3.227 -1.530 -1.120 0.27
C -1.650 -0.840 -0.652 -1.10
H 0.228 -0.425 1.873 0.48
H -2.631 -0.686 -1.096 0.35
H -1.688 -1.288 0.343 0.37
H -1.033 -1.597 -1.267 0.29
H -1.258 2.036 1.406 0.35
N 1.751 -0.279 0.756 -0.27
C -1.836 1.489 0.688 -0.91
C 3.347 -0.478 -0.875 -0.26
H 4.075 0.031 -1.578 0.23
P -0.566 0.697 -0.406 0.11
N 2.568 0.212 -0.169 -0.30
H -2.482 0.575 1.148 0.22

---

Entry 3:
16
Properties=species:S:1:pos:R:3:mulliken_charge:R:1 method="wB97M-V/def2-TZVPD" homo_energy_ev="-9.328 / -14.647" e_tot_ev=-18095.3935 molar_mass_g_mol=117.2 charge=+1 lumo_ev="-3.86 / -7.15" multiplicity=3 max_force_ha_per_bohr=0.0905
H -0.812 -0.597 -1.525 0.22
H 1.745 1.551 0.755 0.20
C -1.092 0.296 0.048 0.30
H 2.200 -2.202 -1.593 0.24
H 1.744 0.131 -1.549 0.39
N 2.164 -1.713 -0.755 -0.29
H -1.113 0.444 1.984 0.22
H -1.077 2.145 1.251 0.28
N -0.244 -0.240 -0.752 -0.42
H -3.198 -0.191 0.739 0.24
C -2.511 0.533 0.295 -0.51
C -1.391 1.085 1.148 -0.39
H -2.974 1.209 -0.449 0.23
S 2.104 0.311 0.959 -0.13
C 1.903 -0.424 -0.602 0.17
H 2.553 -2.337 0.047 0.26

---

Entry 4:
16
Properties=species:S:1:pos:R:3:mulliken_charge:R:1 method="wB97M-V/def2-TZVPD" homo_energy_ev=-8.432 e_tot_ev=-8762.2538 molar_mass_g_mol=99.1 smiles="C=C(C)/N=C/NN" lumo_ev=0.94 multiplicity=1 max_force_ha_per_bohr=0.0479
C 1.374 0.076 -0.245 0.69
H -0.851 0.796 0.661 0.35
H 2.675 1.553 0.313 0.31
C 2.165 -1.123 0.182 -1.16
H -3.564 0.970 0.141 0.25
N 0.139 -0.343 -0.763 -0.64
H -3.092 -0.243 1.189 0.27
H 2.336 -1.037 1.260 0.27
H -2.330 -0.928 -1.293 0.25
N -3.303 0.010 0.264 -0.61
H 1.133 2.201 -0.417 0.30
H 1.533 -1.979 -0.056 0.36
N -2.183 -0.273 -0.568 -0.04
H 3.121 -1.053 -0.312 0.31
C 1.788 1.331 -0.190 -0.87
C -0.939 0.041 -0.167 -0.05

---

Entry 5:
16
Properties=species:S:1:pos:R:3:mulliken_charge:R:1 method="wB97M-V/def2-TZVPD" homo_energy_ev=-19.897 e_tot_ev=-8742.5347 molar_mass_g_mol=99.1 charge=+2 lumo_ev=-9.80 multiplicity=1 max_force_ha_per_bohr=0.0988
H -2.085 -1.148 1.380 0.32
C -0.758 -0.825 -0.038 0.33
H 0.449 2.900 -1.165 0.32
H -0.713 1.422 -1.578 0.27
H 1.486 1.627 1.777 0.33
N 0.129 1.687 0.335 0.02
N -0.069 -1.669 -0.475 0.10
H 1.938 -1.792 -0.992 0.36
H -0.281 2.025 2.349 0.30
C 1.032 -2.293 -1.130 -0.67
H 1.179 -3.291 -0.518 0.32
H 0.826 -2.577 -2.226 0.32
N -1.552 -0.370 0.917 -0.37
H -1.966 0.512 0.729 0.29
C 0.426 1.820 1.498 -0.16
C -0.041 1.974 -0.863 -0.06

---

Entry 6:
17
Properties=species:S:1:pos:R:3:mulliken_charge:R:1 method="wB97M-V/def2-TZVPD" homo_energy_ev=-7.830 e_tot_ev=-10810.2041 molar_mass_g_mol=115.1 lumo_ev=0.96 multiplicity=1 max_force_ha_per_bohr=0.0227
C 0.579 1.933 -0.638 -1.15
C 0.211 -0.140 0.774 0.72
O 0.923 -2.300 -0.130 -0.51
N -1.260 -1.129 -1.513 -0.50
H 0.533 2.238 -1.680 0.37
H -1.620 -1.414 -0.601 0.19
C 0.502 -1.460 0.852 -0.66
C 0.020 0.550 -0.501 0.61
N 0.151 0.656 1.934 -0.55
H 0.009 2.636 -0.032 0.26
H 0.265 0.127 2.787 0.22
H 0.572 -1.948 1.817 0.31
H -1.989 -1.094 -2.214 0.27
H -0.657 1.263 1.977 0.22
N -0.560 0.053 -1.534 -0.49
H 0.708 -1.930 -0.998 0.40
H 1.613 1.958 -0.301 0.29

---

Entry 7:
17
Properties=species:S:1:pos:R:3:mulliken_charge:R:1 method="wB97M-V/def2-TZVPD" homo_energy_ev=-8.046 e_tot_ev=-10808.2723 molar_mass_g_mol=115.1 lumo_ev=0.29 multiplicity=1 max_force_ha_per_bohr=0.0453
H -2.248 -0.698 0.670 0.35
H -0.989 -2.882 0.469 0.33
H 0.519 -2.024 0.916 0.27
H -1.413 2.179 -0.057 0.24
C -0.567 0.327 -0.032 0.50
N 0.521 0.660 0.913 -0.68
C 1.176 0.517 -0.236 0.48
H -2.189 1.058 -1.031 0.27
C -1.171 -0.774 0.526 -0.28
N 1.528 1.591 -1.074 -0.49
O 2.088 -0.523 -0.393 -0.52
H 2.925 -0.261 0.009 0.38
C -0.561 -2.036 1.019 -1.05
N -1.301 1.372 -0.660 -0.60
H 0.865 2.352 -1.059 0.29
H 1.663 1.340 -2.044 0.23
H -0.846 -2.197 2.062 0.28

---

Entry 8:
17
Properties=species:S:1:pos:R:3:mulliken_charge:R:1 method="wB97M-V/def2-TZVPD" homo_energy_ev=-7.158 e_tot_ev=-10809.4368 molar_mass_g_mol=115.1 lumo_ev=0.72 multiplicity=1 max_force_ha_per_bohr=0.0755
C 0.470 -1.058 -0.046 0.75
H 2.398 0.366 -0.862 0.36
H 1.790 -0.755 1.610 0.31
H -0.038 -2.229 1.531 0.22
N -0.427 2.002 -0.281 -0.47
H -1.223 -2.055 0.384 0.27
N -0.225 -2.096 0.548 -0.62
C 1.438 -0.395 0.651 -0.53
H -0.706 2.695 0.400 0.24
C -0.217 -0.397 -1.164 -1.13
N -1.930 0.401 0.615 -0.69
H -2.710 1.051 0.623 0.25
C -0.908 0.745 -0.043 0.67
H 0.428 0.135 -1.857 0.31
H -0.985 -1.011 -1.621 0.35
O 2.307 0.527 0.086 -0.55
H 0.539 2.075 -0.574 0.26

---

Entry 9:
17
Properties=species:S:1:pos:R:3:mulliken_charge:R:1 method="wB97M-V/def2-TZVPD" homo_energy_ev=-8.588 e_tot_ev=-10809.2844 molar_mass_g_mol=115.1 smiles="C=C(C)NN.N=C=O" lumo_ev=0.70 multiplicity=1 max_force_ha_per_bohr=0.0713
C 0.050 0.226 -1.823 -1.09
H 1.051 -1.482 0.875 0.37
C 1.271 -1.183 -0.149 -1.21
N -1.865 -0.795 0.052 -0.44
C -2.422 0.085 0.701 0.60
H 0.144 -0.542 -2.572 0.39
N 0.137 0.978 0.521 -0.07
H 1.945 1.226 1.405 0.23
H -1.669 -0.861 -0.941 0.34
C 0.464 0.007 -0.565 0.53
H 2.337 -0.967 -0.228 0.32
H -0.527 1.096 -2.094 0.34
H 0.571 0.638 2.448 0.23
H -0.208 1.864 0.168 0.25
N 0.962 1.134 1.651 -0.68
H 1.026 -2.042 -0.770 0.34
O -3.268 0.619 1.319 -0.45

---

Entry 10:
17
Properties=species:S:1:pos:R:3:mulliken_charge:R:1 method="wB97M-V/def2-TZVPD" homo_energy_ev="-7.664 / -7.662" e_tot_ev=-10807.4327 molar_mass_g_mol=115.1 lumo_ev="0.61 / 0.61" multiplicity=1 max_force_ha_per_bohr=0.0182
H -0.925 0.130 -2.382 0.27
C -1.126 -1.064 0.489 -0.89
H -1.501 1.048 2.098 0.21
C -0.127 -0.182 1.165 0.61
H 0.092 1.628 2.088 0.21
H 2.132 0.601 -0.817 0.22
N 1.055 -1.062 -0.475 -0.10
O 1.105 -0.730 1.407 -0.57
H -1.008 -2.138 0.577 0.26
C -0.601 0.653 -1.478 -1.16
N -0.520 0.828 2.046 -0.54
C -0.173 -0.299 -0.403 0.58
H 2.939 -0.903 -0.926 0.27
H 0.186 1.357 -1.760 0.35
N 2.064 -0.402 -0.981 -0.37
H -2.149 -0.706 0.460 0.32
H -1.442 1.243 -1.109 0.31

---

Entry 11:
18
Properties=species:S:1:pos:R:3:mulliken_charge:R:1 method="wB97M-V/def2-TZVPD" homo_energy_ev=-9.063 e_tot_ev=-12855.3945 molar_mass_g_mol=131.1 smiles="CN1CCN[C@H]1[N+](=O)[O-]" lumo_ev=0.42 multiplicity=1 max_force_ha_per_bohr=0.0586
N -2.642 0.243 0.190 0.90
H 0.966 1.076 2.069 0.34
H -0.025 -1.691 1.503 0.23
C -0.685 -1.631 -0.625 -0.47
C 0.174 -1.106 0.592 -0.66
H -1.547 -2.119 -0.260 0.36
H -1.917 -0.407 -1.877 0.28
C -1.249 0.602 -0.282 -0.18
H -1.170 1.663 -0.689 0.41
H 1.242 -1.207 0.414 0.40
O -3.469 0.619 -0.627 -0.59
H 0.141 2.284 1.071 0.36
H 1.531 1.176 0.302 0.33
N -0.301 0.271 0.711 0.06
O -2.780 -0.502 1.135 -0.53
C 0.660 1.281 1.076 -1.00
H 0.063 -2.286 -1.186 0.32
N -1.056 -0.351 -1.363 -0.55

---

Entry 12:
18
Properties=species:S:1:pos:R:3:mulliken_charge:R:1 method="wB97M-V/def2-TZVPD" homo_energy_ev="-7.462 / -7.800" e_tot_ev=-12851.8410 molar_mass_g_mol=131.1 lumo_ev="0.09 / -0.15" multiplicity=1 max_force_ha_per_bohr=0.0785
C 1.239 0.714 -0.884 -0.96
H -2.604 -2.128 1.058 0.33
H 0.079 0.231 1.637 0.33
N -0.027 0.831 -0.235 0.11
C -1.038 0.091 -0.683 -0.34
H 0.833 1.792 1.351 0.40
C -1.620 -1.928 0.632 -0.10
H -0.507 -3.446 1.051 0.22
H 1.645 1.643 -1.113 0.37
H 1.999 0.045 -0.318 0.31
N -2.427 0.510 -0.406 1.06
H -0.925 -0.205 -1.772 0.31
O -2.769 1.149 0.549 -0.63
H 1.198 0.093 -1.805 0.33
O -3.262 0.247 -1.297 -0.64
N -0.552 -2.545 0.679 -0.42
C -0.050 1.221 1.108 -0.98
H -0.944 1.797 1.312 0.29

---

Entry 13:
19
Properties=species:S:1:pos:R:3:mulliken_charge:R:1 method="wB97M-V/def2-TZVPD" homo_energy_ev="-18.198 / -18.197" e_tot_ev=-23674.7336 molar_mass_g_mol=163.2 charge=+2 lumo_ev="-10.47 / -10.47" multiplicity=1 max_force_ha_per_bohr=0.0647
H -0.664 0.825 3.184 0.31
H 0.123 -1.484 -2.919 0.36
C 0.699 1.327 1.610 0.66
H -0.915 -2.708 -2.185 0.32
O 4.059 3.213 1.512 -0.27
H 2.326 2.080 0.230 0.42
H 0.411 2.241 3.373 0.18
N -0.137 -1.211 -0.852 -0.24
H -0.254 -2.007 -0.236 0.30
H -0.666 1.859 -0.856 0.43
H 0.258 -0.707 1.407 0.29
N 0.117 1.498 2.796 -0.37
O -0.353 0.963 -1.217 -0.42
C -0.581 -1.648 -2.196 -0.93
H -1.411 -1.174 -2.575 0.40
N 0.247 0.212 0.919 -0.20
C 1.800 2.108 1.142 -0.60
S 2.802 3.122 2.179 0.62
C -0.047 0.047 -0.389 0.76

---

Entry 14:
21
Properties=species:S:1:pos:R:3:mulliken_charge:R:1 method="wB97M-V/def2-TZVPD" homo_energy_ev=-10.011 e_tot_ev=-45362.3965 molar_mass_g_mol=227.3 lumo_ev=-2.05 multiplicity=1 max_force_ha_per_bohr=0.0995
H -1.446 -1.403 0.291 0.30
H -1.366 1.320 -0.800 0.52
H 2.382 1.021 0.134 0.27
S 1.183 -1.076 3.316 1.05
C 0.037 -0.051 -0.398 -0.05
O 2.457 -1.732 3.113 -0.59
H 0.737 0.164 -1.103 0.55
C 0.851 -0.263 0.905 0.45
H -0.127 1.854 0.314 0.27
S 0.430 1.426 4.165 0.27
H 2.462 0.294 1.898 0.30
H -0.283 -2.142 -0.819 0.35
H -1.548 -1.273 -1.420 0.44
C -0.895 1.122 0.061 -1.27
O 0.347 -1.504 4.365 -0.61
N 2.018 0.394 0.955 -0.31
N 1.551 0.542 3.562 -0.31
H -1.394 0.743 0.893 0.37
S 0.732 3.247 4.023 -0.13
N 0.339 -0.922 1.914 -0.43
C -0.876 -1.234 -0.643 -1.43

---

Entry 15:
17
Properties=species:S:1:pos:R:3:mulliken_charge:R:1 method="wB97M-V/def2-TZVPD" homo_energy_ev=-8.840 e_tot_ev=-19598.0815 molar_mass_g_mol=131.2 smiles="C/N=C(/C)NNC=S" lumo_ev=0.49 multiplicity=1 max_force_ha_per_bohr=0.0406
H -0.495 -0.857 -1.977 0.26
N -0.352 -1.495 0.860 -0.29
H 1.176 2.243 1.361 0.28
N 0.043 -0.151 0.710 -0.12
H 0.246 0.355 1.559 0.22
C -1.634 -1.895 0.658 -0.13
C 0.512 0.335 -0.510 0.78
H -0.443 2.512 0.752 0.34
H -2.272 -1.077 0.447 0.34
C 0.531 -0.548 -1.713 -0.94
H 0.983 0.062 -2.484 0.33
N 0.826 1.578 -0.638 -0.54
S -2.133 -3.441 0.713 -0.33
C 0.615 2.472 0.425 -0.93
H 1.146 -1.457 -1.548 0.28
H 0.298 -2.125 1.241 0.17
H 0.953 3.489 0.144 0.27

---

Entry 16:
17
Properties=species:S:1:pos:R:3:mulliken_charge:R:1 method="wB97M-V/def2-TZVPD" homo_energy_ev=-8.174 e_tot_ev=-19592.6078 molar_mass_g_mol=131.2 lumo_ev=-0.12 multiplicity=1 max_force_ha_per_bohr=0.1010
H 0.121 2.144 0.857 0.30
H 1.261 0.391 -2.659 0.24
S 3.023 1.582 0.440 -0.32
H -3.110 -0.013 -0.132 0.26
H -2.298 1.541 -0.719 0.23
N 0.866 -0.623 -1.690 -0.67
H -0.304 -0.648 -1.632 0.27
C -2.120 0.620 0.072 -0.64
N 0.272 1.087 0.542 -0.01
H -1.776 -1.332 1.572 0.31
N 1.618 -0.544 -0.463 -0.08
H 2.597 -0.870 -0.968 0.39
C -0.613 -1.176 1.281 -0.71
H 0.058 -1.061 2.216 0.28
H -0.174 -2.056 0.387 0.23
C -0.924 0.231 0.665 0.01
C 1.503 0.728 0.230 -0.09

---

Entry 17:
17
Properties=species:S:1:pos:R:3:mulliken_charge:R:1 method="wB97M-V/def2-TZVPD" homo_energy_ev=-8.450 e_tot_ev=-19590.0863 molar_mass_g_mol=131.2 lumo_ev=-1.16 multiplicity=1 max_force_ha_per_bohr=0.1048
N 1.486 0.822 -1.843 -0.40
H 0.370 -2.517 -0.321 0.42
N -0.679 0.002 2.398 -0.57
C 0.315 -0.237 0.182 0.17
H -0.429 1.473 -1.672 0.24
H -0.841 -2.061 1.023 0.24
N 0.234 1.435 -2.359 -0.37
S -2.084 -1.257 -0.993 -0.20
C -0.248 -1.623 0.016 -0.78
C 0.027 0.751 1.163 -0.11
H -0.826 1.122 2.938 0.27
H 2.591 -0.523 -0.676 0.25
H 0.533 2.322 -2.610 0.25
H -2.315 -0.145 -0.199 0.15
C 1.433 -0.020 -0.887 -0.20
H 0.516 1.821 1.014 0.34
H -0.084 -1.367 2.826 0.30

---

Entry 18:
17
Properties=species:S:1:pos:R:3:mulliken_charge:R:1 method="wB97M-V/def2-TZVPD" homo_energy_ev=-7.460 e_tot_ev=-19597.2246 molar_mass_g_mol=131.2 smiles="C=C/C(=N/SC)NN" lumo_ev=0.94 multiplicity=1 max_force_ha_per_bohr=0.0682
H -3.303 1.004 -0.525 0.27
H 0.404 -2.406 0.017 0.18
C 1.174 2.057 0.050 -0.82
H 0.235 2.273 0.528 0.29
N 1.023 -1.531 -0.015 0.07
S -2.034 -1.008 -0.239 -0.10
H 2.350 0.579 -0.841 0.34
H 2.799 -1.179 0.850 0.29
H -4.297 -0.384 0.048 0.33
H 2.888 -1.699 -0.677 0.25
N -0.782 0.114 -0.090 -0.35
H -3.194 0.415 1.201 0.25
H 1.834 2.870 -0.123 0.29
C 0.458 -0.268 -0.153 0.52
N 2.353 -1.795 0.176 -0.81
C 1.437 0.825 -0.351 -0.19
C -3.344 0.134 0.145 -0.80

---

Entry 19:
17
Properties=species:S:1:pos:R:3:mulliken_charge:R:1 method="wB97M-V/def2-TZVPD" homo_energy_ev="-14.065 / -13.753" e_tot_ev=-10239.9593 molar_mass_g_mol=113.1 charge=+1 lumo_ev="-5.52 / -7.39" multiplicity=3 max_force_ha_per_bohr=0.1031
N 1.146 -0.943 0.514 -0.33
C -3.001 0.722 0.279 -0.69
H 1.229 1.869 -0.661 0.28
H 0.758 0.945 -2.089 0.36
N -1.980 -0.328 0.089 0.63
H 3.033 -0.356 0.577 0.38
N -0.775 0.125 -0.310 -0.15
C 2.446 -1.215 0.843 -0.77
H -2.883 1.241 1.147 0.39
N -2.138 -1.532 0.229 -0.45
H 2.145 0.283 -1.364 0.43
H 2.826 -2.016 0.367 0.33
H -3.051 1.496 -0.516 0.33
H -3.989 0.397 0.320 0.33
C 1.267 0.847 -1.145 -1.14
C 0.476 -0.135 -0.217 0.78
H 2.490 -1.399 1.936 0.28

---

Entry 20:
18
Properties=species:S:1:pos:R:3:mulliken_charge:R:1 method="wB97M-V/def2-TZVPD" homo_energy_ev="-12.977 / -12.975" e_tot_ev=-12290.3221 molar_mass_g_mol=129.1 charge=+1 smiles=CN(C)[n+]1cc(N)on1 lumo_ev="-4.08 / -4.08" multiplicity=1 max_force_ha_per_bohr=0.1066
C 2.252 0.349 0.013 0.37
H 3.475 1.999 -0.012 0.27
H -1.740 1.744 0.344 0.47
H -2.447 0.749 -1.069 0.31
N -1.141 -0.326 0.233 -0.19
C 0.893 0.832 -0.069 0.12
H 0.552 1.897 -0.042 0.25
N 3.445 0.917 -0.047 -0.41
O 2.244 -0.997 -0.005 -0.17
H -2.181 -1.572 -0.983 0.35
C -2.083 0.798 0.045 -1.01
N 0.982 -1.503 0.066 -0.52
H 4.260 0.343 -0.152 0.26
N 0.121 -0.250 0.108 0.62
C -1.832 -1.609 0.059 -0.66
H -2.692 -1.556 0.635 0.24
H -1.150 -2.391 0.058 0.37
H -2.959 0.577 0.820 0.34